No. 1
C6H12N2 | the ωB97M-V functional and the def2-TZVPD basis

Each line ends with the Löwdin charge.
CARTESIAN COORDINATES (ANGSTROEM)
C  -0.92786  -0.28449  0.65253  -0.311
C  0.56267  -1.49130  0.50629  -0.126
C  1.90663  0.17532  -0.60919  -0.052
C  -0.69700  0.89378  1.57376  -0.091
N  -0.65813  -1.59315  1.23590  -0.061
N  0.89207  0.95654  -1.06964  -0.090
C  -0.37809  0.49608  -1.16840  -0.239
C  -1.16485  0.31784  -2.21055  0.033
H  -0.51012  -1.54700  2.23952  0.099
H  0.97772  1.95575  -0.93883  0.144
H  -1.93646  -0.28980  0.23799  0.097
H  1.47227  -1.57445  1.08804  0.063
H  0.55748  -2.06573  -0.41351  0.073
H  2.69256  0.67610  -0.06064  0.067
H  2.15686  -0.69347  -1.19837  0.063
H  -1.04508  1.82008  1.11421  0.074
H  -1.24679  0.76090  2.51164  0.075
H  0.36086  1.01266  1.81420  0.073
H  -2.17402  -0.05561  -2.08025  0.051
H  -0.84071  0.52994  -3.22470  0.058

The HOMO energy is -7.1 eV. As for the spin multiplicity: 1. Its charge is 0. The gap between HOMO and LUMO is 0.2950 hartree. As for the total energy: -9390.207 eV. For the LUMO energy, the calculation gives 1.0 eV.

No. 2
C2H4N4O | the ωB97M-V functional and the def2-TZVPD basis

Each line ends with the Löwdin charge.
CARTESIAN COORDINATES (ANGSTROEM)
N  -0.29014  -2.02251  0.53307  0.153
C  -0.09516  -0.72998  0.19956  -0.515
N  0.08130  0.20089  1.13053  0.045
N  0.18781  1.37089  0.32307  0.067
C  0.23476  0.87390  -1.19189  -0.504
O  0.57712  1.71036  -1.98476  0.071
N  -0.05016  -0.40962  -1.12746  0.150
H  -0.47781  -2.26985  1.49066  0.103
H  -0.58377  -2.64855  -0.19879  0.103
H  -0.60102  1.99736  0.49979  0.166
H  1.04781  1.91786  0.39158  0.163

The HOMO energy is -9.3 eV. As for the spin multiplicity: 1. Its charge is 0. The gap between HOMO and LUMO is 0.3629 hartree. As for the total energy: -10146.206 eV. For the LUMO energy, the calculation gives 0.6 eV.

No. 3
C40H90N4O20PS5 | the ωB97M-V functional and the def2-TZVPD basis

Each line ends with the Löwdin charge.
CARTESIAN COORDINATES (ANGSTROEM)
C  5.42770  -5.60648  3.39903  -0.105
C  6.13751  -4.35906  3.95251  -0.254
C  5.18834  -3.36192  4.62312  -0.230
C  5.62900  -1.90096  4.55826  -0.202
C  5.78528  -1.33480  3.13646  -0.199
C  4.65740  -0.37247  2.72200  -0.192
C  3.43296  -1.08124  2.11167  -0.190
C  2.90351  -0.49488  0.78960  -0.191
C  2.65426  -1.53492  -0.31710  -0.186
C  1.44534  -1.21381  -1.21179  -0.193
C  0.31352  -2.22939  -1.09542  -0.194
C  -0.01883  -2.59957  0.35982  -0.189
C  -1.50668  -2.88573  0.61342  -0.114
C  -1.72521  -4.02615  1.61663  -0.204
N  -2.86704  -4.87505  1.07491  0.143
C  -3.40820  -5.69674  2.03224  -0.300
N  -4.65645  -6.09240  1.89144  0.162
O  -5.35352  -5.79685  0.72436  0.076
C  -5.89225  -4.59437  0.78971  -0.280
N  -6.35968  -3.54796  0.84288  0.220
N  -2.66214  -6.07624  3.09379  0.145
C  -2.31955  -4.86525  3.93057  -0.023
C  -1.98212  -3.62927  3.06859  -0.439
O  -3.15011  -2.84013  3.21091  0.021
C  -0.70372  -2.94592  3.61288  -0.092
C  -0.74204  -1.40534  3.63269  -0.200
C  -1.21697  -0.94199  5.01116  -0.196
P  -1.84934  0.69398  5.35477  0.447
O  -2.44048  0.76237  6.69181  -0.234
O  -0.68722  1.76120  5.21280  -0.184
C  0.36227  1.70265  4.22691  -0.233
C  -0.10293  1.87450  2.79431  -0.054
O  -2.88367  0.91823  4.17336  -0.216
C  -3.40931  2.26948  4.01838  -0.243
C  -3.94631  2.45662  2.62034  -0.074
H  5.29024  -5.54502  2.32323  0.065
H  4.44604  -5.71094  3.85946  0.060
H  5.97462  -6.51529  3.63048  0.064
H  6.69036  -3.86801  3.15717  0.092
H  6.86094  -4.68937  4.69399  0.104
H  5.11765  -3.63792  5.67605  0.109
H  4.18189  -3.45721  4.21028  0.095
H  6.54184  -1.77454  5.13648  0.110
H  4.86475  -1.31011  5.06454  0.101
H  6.73573  -0.81170  3.05791  0.108
H  5.80838  -2.14640  2.41133  0.095
H  4.34528  0.17153  3.61023  0.099
H  5.06279  0.33625  2.00451  0.102
H  3.66761  -2.13383  1.95624  0.096
H  2.62268  -1.04995  2.84131  0.087
H  1.94820  -0.00401  0.98872  0.072
H  3.56512  0.28727  0.42604  0.110
H  3.54086  -1.58224  -0.94387  0.114
H  2.51115  -2.50702  0.14857  0.091
H  1.76018  -1.18158  -2.25327  0.103
H  1.03581  -0.22794  -0.99502  0.111
H  0.56158  -3.14134  -1.63890  0.117
H  -0.57755  -1.81480  -1.56871  0.111
H  0.30016  -1.78120  1.00491  0.103
H  0.55998  -3.48089  0.62836  0.107
H  -2.00831  -1.96337  0.90083  0.118
H  -1.96713  -3.20770  -0.31795  0.118
H  -0.81979  -4.62932  1.59634  0.149
H  -2.46032  -5.51078  0.38608  0.179
H  -5.14735  -6.68706  2.54711  0.198
H  -3.13885  -6.76012  3.67823  0.154
H  -1.53131  -5.13744  4.61945  0.132
H  -3.20498  -4.60519  4.50463  0.142
H  -3.20908  -2.16635  2.52407  0.103
H  0.14078  -3.28702  3.01647  0.117
H  -0.52086  -3.26583  4.63414  0.116
H  0.25586  -1.04185  3.40366  0.086
H  -1.40813  -1.02384  2.86227  0.095
H  -2.08648  -1.54546  5.27140  0.099
H  -0.46373  -1.13665  5.77236  0.115
H  0.94093  0.79074  4.36437  0.099
H  1.02532  2.52063  4.48993  0.124
H  -0.19571  2.92264  2.52907  0.087
H  -1.06021  1.39538  2.60881  0.056
H  0.62186  1.41596  2.12263  0.063
H  -2.62356  2.98862  4.23057  0.113
H  -4.18842  2.40145  4.76354  0.121
H  -3.15442  2.72559  1.92523  0.073
H  -4.66625  3.26725  2.61238  0.081
H  -4.40343  1.53900  2.26513  0.071
O  2.81151  0.41512  -5.16184  -0.287
S  3.85531  -0.50091  -5.52003  0.549
O  4.37194  -1.39605  -4.53169  -0.274
O  5.02301  0.31017  -6.19304  -0.276
C  5.58796  1.45000  -5.49317  -0.233
C  6.56116  1.03490  -4.41156  -0.063
C  3.37258  -1.40717  -6.94567  -0.105
H  4.78433  2.07213  -5.09708  0.118
H  6.09664  2.01503  -6.27209  0.118
H  6.05353  0.53532  -3.58732  0.070
H  7.06749  1.91818  -4.02291  0.085
H  7.30504  0.34851  -4.81375  0.089
H  3.00945  -0.71142  -7.69662  0.068
H  2.58154  -2.08584  -6.63431  0.077
H  4.23303  -1.96153  -7.31026  0.083
O  0.33483  2.94368  -8.68207  -0.286
S  -0.92540  3.01966  -8.00521  0.559
O  -1.26840  4.21623  -7.30356  -0.268
O  -1.05352  1.77524  -7.03481  -0.262
C  0.06510  1.52835  -6.14540  -0.261
C  0.08287  2.41820  -4.92300  -0.064
C  -2.22516  2.58594  -9.10391  -0.121
H  0.98471  1.61776  -6.72190  0.094
H  -0.04384  0.48426  -5.86102  0.118
H  0.27265  3.45728  -5.18854  0.077
H  0.87159  2.07859  -4.25277  0.069
H  -0.87688  2.37585  -4.40674  0.084
H  -1.96531  1.65682  -9.60239  0.075
H  -2.31086  3.39766  -9.82281  0.078
H  -3.14142  2.48398  -8.53094  0.076
O  -5.57122  2.70928  -0.06211  -0.286
S  -6.55978  2.29539  -1.01246  0.557
O  -6.16131  2.02766  -2.35852  -0.271
O  -7.74539  3.33910  -0.98730  -0.262
C  -7.40666  4.74938  -1.09128  -0.240
C  -7.09568  5.17186  -2.50764  -0.069
C  -7.46393  0.92257  -0.38862  -0.120
H  -6.58054  4.96195  -0.41288  0.112
H  -8.28903  5.25977  -0.71312  0.123
H  -6.17017  4.72452  -2.86577  0.075
H  -6.98907  6.25551  -2.54730  0.084
H  -7.90154  4.87193  -3.17669  0.086
H  -7.79221  1.14939  0.62157  0.076
H  -6.78589  0.07208  -0.39201  0.070
H  -8.30876  0.73746  -1.04583  0.077
O  6.66370  2.68499  -9.20793  -0.276
S  5.78850  1.66477  -9.70095  0.553
O  6.08291  0.29126  -9.43007  -0.277
O  5.58957  1.87017  -11.25694  -0.262
C  6.78427  2.00691  -12.07019  -0.241
C  7.45392  0.67869  -12.34782  -0.070
C  4.13540  2.01203  -9.21012  -0.111
H  7.46124  2.71044  -11.58545  0.114
H  6.42774  2.46635  -12.98891  0.122
H  7.88070  0.24961  -11.44281  0.073
H  8.25466  0.82269  -13.07305  0.083
H  6.73592  -0.03430  -12.75196  0.085
H  3.90219  3.04358  -9.45645  0.083
H  4.09031  1.85335  -8.13422  0.057
H  3.46768  1.32712  -9.72579  0.079
O  -5.68859  5.00689  8.93094  -0.282
S  -5.27084  4.50757  10.20671  0.556
O  -3.90839  4.66610  10.60567  -0.273
O  -5.69243  2.98573  10.31834  -0.266
C  -5.30828  2.11313  9.22081  -0.244
C  -3.86048  1.68654  9.26793  -0.078
C  -6.32252  5.12869  11.47027  -0.123
H  -5.55008  2.61339  8.28234  0.109
H  -5.97340  1.25746  9.31999  0.119
H  -3.19034  2.52527  9.08936  0.076
H  -3.67059  0.94223  8.49664  0.045
H  -3.61959  1.26923  10.24718  0.086
H  -7.35561  4.97163  11.17489  0.074
H  -6.10547  6.19027  11.56285  0.077
H  -6.09244  4.61129  12.39723  0.075

The HOMO energy is -11.6 eV. As for the spin multiplicity: 1. Its charge is +1. The gap between HOMO and LUMO is 0.2823 hartree. As for the total energy: -153305.895 eV. For the LUMO energy, the calculation gives -3.9 eV.

> Among the records above, which one has the lowest gap between HOMO and LUMO?

C40H90N4O20PS5